Below is C26H25BF2N9PbS3Sb as an isolated structure, with properties calculated with wB97M-V/def2-TZVPD.

```
! wB97M-V def2-TZVPD RIJCOSX def2/J DEFGRID3
* xyz 0 1
Pb -0.5980 1.1146 -0.7191
C -3.2766 0.0666 -2.8001
C -2.8685 -1.0318 -1.8756
C -3.2654 -2.3679 -1.8600
C -2.5786 -2.9291 -0.8047
N -1.8240 -1.9816 -0.2278
N -1.9981 -0.8108 -0.8956
B -0.9603 -1.9986 1.0605
N -1.5276 -0.9443 2.0356
C -2.2507 -1.1325 3.1559
C -2.6127 0.1026 3.6432
C -2.0615 1.0168 2.7323
C -2.1523 2.5097 2.7290
N -1.4152 0.3733 1.7740
N 0.5241 -1.6542 0.6931
C 1.5911 -2.4671 0.7619
C 2.7187 -1.7545 0.4223
C 2.2521 -0.4688 0.1410
C 3.0028 0.7416 -0.3004
N 0.9334 -0.4249 0.3048
N -0.9345 -3.3387 1.7856
C -0.3097 -3.5363 2.9707
C -0.4913 -4.8444 3.3355
C -1.2622 -5.3951 2.2909
C -1.7690 -6.7939 2.1504
N -1.5227 -4.4853 1.3700
H -4.1102 -0.2523 -3.4231
H -2.4511 0.3375 -3.4575
H -3.5928 0.9515 -2.2431
H -3.9614 -2.8510 -2.5205
H -2.5856 -3.9234 -0.3977
H -2.4633 -2.1192 3.5233
H -3.1883 0.3164 4.5243
H -2.4596 2.8738 3.7078
H -2.8807 2.8601 1.9944
H -1.1915 2.9615 2.4792
H 1.4808 -3.4977 1.0438
H 3.7310 -2.1102 0.3770
H 4.0623 0.5160 -0.4101
H 2.9002 1.5509 0.4229
H 2.6383 1.1043 -1.2621
H 0.2150 -2.7347 3.4610
H -0.1290 -5.3367 4.2189
H -1.4210 -7.4109 2.9766
H -1.4231 -7.2417 1.2200
H -2.8581 -6.8157 2.1447
S -0.9112 5.0828 -3.9440
Sb -2.8830 5.0994 -2.6233
S -1.9482 5.0680 -0.3454
S -1.7986 3.1901 -3.5767
F 0.8926 1.2115 -3.5080
C 0.5200 0.1649 -2.6508
F -0.2625 -0.6654 -3.4311
H 1.4457 -0.3984 -2.4769
N 7.3074 2.9142 -2.1054
C 6.2152 3.2066 -1.9086
C 4.8465 3.5727 -1.6620
C 4.5005 4.1772 -0.4547
C 3.1842 4.5120 -0.2087
C 2.2012 4.2438 -1.1643
C 2.5561 3.6498 -2.3768
C 3.8736 3.3145 -2.6240
C 0.8292 4.5317 -0.8900
C -0.3302 4.7729 -0.6580
H 5.2642 4.3740 0.2850
H 2.9043 4.9705 0.7290
H 1.7889 3.4244 -3.1031
H 4.1492 2.8389 -3.5553
*
```

Energy above the lowest of the compared OMol25 structures with the same formula, charge and spin = 0.00 kcal per mole
Orbital gap = 6.82 eV
Molecular weight = 937.518 g mol⁻¹
DFT total energy = -3350.9079 hartree
Strongest force on any atom = 0.23 eV/Å

Let us look at the Mulliken charges, expressed in e, one per atom: number 1, Pb, carries 1.06; number 2, C, carries -1.30; number 3, C, carries 0.94; number 4, C, carries -1.67; number 5, C, carries 0.05; number 6, N, carries 1.01; number 7, N, carries -0.59; number 8, B, carries -0.48; number 9, N, carries 1.19; number 10, C, carries -0.10; number 11, C, carries -1.46; number 12, C, carries 0.49; number 13, C, carries -1.13; number 14, N, carries -0.56; number 15, N, carries 1.44; number 16, C, carries -0.06; number 17, C, carries -1.68; number 18, C, carries 0.44; number 19, C, carries -0.69; number 20, N, carries -0.71; number 21, N, carries 1.05; number 22, C, carries -0.45; number 23, C, carries -1.51; number 24, C, carries 0.72; number 25, C, carries -1.26; number 26, N, carries -1.38; number 27, H, carries 0.35; number 28, H, carries 0.25; number 29, H, carries 0.22; number 30, H, carries 0.44; number 31, H, carries 0.64; number 32, H, carries 0.48; number 33, H, carries 0.42; number 34, H, carries 0.36; number 35, H, carries 0.17; number 36, H, carries 0.24; number 37, H, carries 0.50; number 38, H, carries 0.45; number 39, H, carries 0.37; number 40, H, carries 0.26; number 41, H, carries -0.07; number 42, H, carries 0.66; number 43, H, carries 0.41; number 44, H, carries 0.37; number 45, H, carries 0.30; number 46, H, carries 0.28; number 47, S, carries -0.31; number 48, Sb, carries 0.48; number 49, S, carries -0.39; number 50, S, carries -0.04; number 51, F, carries -0.31; number 52, C, carries -0.01; number 53, F, carries -0.34; number 54, H, carries 0.25; number 55, N, carries -0.52; number 56, C, carries -0.07; number 57, C, carries 0.57; number 58, C, carries -0.51; number 59, C, carries -0.69; number 60, C, carries 0.68; number 61, C, carries -0.39; number 62, C, carries -0.58; number 63, C, carries 0.02; number 64, C, carries 0.00; number 65, H, carries 0.47; number 66, H, carries 0.48; number 67, H, carries 0.34; number 68, H, carries 0.45